{"formula": "C6H10O", "method": "ωB97M-V/def2-TZVPD", "symbols": ["C", "C", "C", "C", "C", "C", "O", "H", "H", "H", "H", "H", "H", "H", "H", "H", "H"], "coordinates": [[2.660, 0.472, 0.495], [2.087, -0.637, 0.037], [-0.482, 0.116, -1.313], [-0.776, 0.493, 0.139], [0.046, -0.661, -0.152], [-2.267, 0.540, 0.741], [-0.351, -1.927, 0.186], [3.709, 0.632, 0.485], [2.225, 1.484, 0.779], [2.719, -1.417, -0.368], [-1.390, -0.225, -1.848], [0.193, 0.676, -1.886], [-0.340, 1.428, 0.621], [-2.546, -0.369, 1.212], [-2.948, 0.549, -0.066], [-2.316, 1.533, 1.323], [-0.222, -2.689, -0.385]], "forces_ev_per_a": [[-1.1, 1.3, -0.2], [-3.5, 2.2, 0.1], [-1.5, -0.6, 0.7], [-1.1, 2.8, 2.0], [4.3, -2.1, -0.7], [2.3, 1.2, -0.5], [-1.2, -0.1, 1.3], [1.2, -0.5, 0.0], [-0.4, -1.7, -0.2], [-0.5, -0.5, 0.0], [0.8, -0.1, 0.3], [0.8, 0.8, -0.6], [0.4, -1.4, -1.2], [0.1, -0.5, 1.3], [-0.8, 0.6, -1.1], [-0.4, -2.0, -0.6], [0.5, 0.7, -0.7]], "total_charge": 0, "mol_weight_g_mol": 98.1, "de_lowest_kj_mol": 416.76, "e_homo_ev": -8.97, "total_energy_ev": -8426.92092}



{"formula": "C6H6S", "method": "ωB97M-V/def2-TZVPD", "symbols": ["C", "C", "C", "C", "S", "C", "C", "H", "H", "H", "H", "H", "H"], "coordinates": [[2.493, 0.978, -0.578], [1.643, 0.184, -0.883], [0.924, -0.992, -1.263], [-0.228, -1.592, -0.898], [-1.407, -1.234, 0.378], [-0.944, 0.313, 1.002], [-1.942, 1.031, 1.557], [3.228, 1.785, -0.404], [1.512, -1.513, -1.987], [-0.472, -2.459, -1.358], [0.052, 0.613, 0.629], [-3.022, 0.889, 1.780], [-1.836, 1.997, 2.025]], "forces_ev_per_a": [[0.9, 1.5, 0.0], [-0.1, -0.6, 0.5], [-0.5, -0.1, 0.0], [1.1, 3.3, 2.2], [0.3, -1.0, -0.9], [-1.5, 0.7, -0.7], [0.1, 1.0, 0.9], [-1.0, -1.1, -0.1], [0.0, -0.5, -0.6], [-0.7, -2.6, -1.4], [-0.6, 0.4, 1.1], [0.9, -1.5, -0.8], [1.2, 0.4, -0.3]], "total_charge": 0, "mol_weight_g_mol": 110.2, "de_lowest_kj_mol": 392.14, "e_homo_ev": -8.04, "smiles": "C#C/C=C\\SC=C", "total_energy_ev": -17150.34245}



{"formula": "C4H6FNO2", "method": "ωB97M-V/def2-TZVPD", "symbols": ["C", "N", "O", "C", "C", "O", "C", "F", "H", "H", "H", "H", "H", "H"], "coordinates": [[-2.887, 0.228, -0.501], [-1.748, -0.312, -0.419], [-1.050, 0.181, 0.749], [0.076, -0.623, 1.067], [1.085, -0.621, -0.064], [1.600, -1.665, -0.442], [1.381, 0.686, -0.690], [1.478, 1.698, 0.225], [-3.428, -0.020, -1.355], [-3.204, 0.966, 0.314], [-0.185, -1.608, 1.367], [0.612, -0.085, 1.940], [0.541, 0.925, -1.337], [2.270, 0.578, -1.347]], "forces_ev_per_a": [[1.2, 1.4, 2.6], [0.9, 0.1, 0.9], [-0.8, -0.1, -0.4], [1.1, 2.0, 0.7], [0.2, -2.4, 0.3], [-0.4, 1.4, 0.3], [0.3, 0.1, -1.6], [0.4, 0.2, 0.4], [-1.1, -0.3, -1.2], [0.2, -1.0, -1.4], [-0.2, -0.9, 0.1], [-1.1, -0.8, -1.2], [-0.2, 0.0, -0.2], [-0.2, 0.3, 0.7]], "total_charge": 0, "mol_weight_g_mol": 119.1, "de_lowest_kj_mol": 309.50, "e_homo_ev": -9.83, "smiles": "C=NOCC(=O)CF", "total_energy_ev": -12544.88261}



{"formula": "C13H23F5HgNO2P2", "method": "ωB97M-V/def2-TZVPD", "symbols": ["Hg", "P", "C", "C", "N", "C", "C", "C", "C", "C", "P", "H", "H", "H", "H", "H", "H", "H", "H", "O", "H", "H", "O", "H", "C", "H", "H", "H", "C", "H", "H", "H", "C", "H", "H", "H", "C", "H", "H", "H", "F", "C", "F", "C", "F", "F", "F"], "coordinates": [[-0.272, 1.166, 0.241], [0.528, 0.915, -2.109], [1.015, -0.742, -2.497], [1.421, -1.579, -1.428], [1.066, -1.153, -0.164], [1.498, -1.778, 0.921], [2.343, -2.897, 0.853], [2.684, -3.401, -0.402], [2.173, -2.791, -1.543], [1.076, -1.233, 2.282], [-0.524, -0.348, 2.263], [2.237, -3.228, -2.540], [2.786, -3.251, 1.779], [3.243, -4.332, -0.475], [1.019, -2.063, 2.997], [1.834, -0.526, 2.654], [-3.064, -3.594, -2.004], [1.274, -1.043, -3.530], [-3.644, -0.589, 0.388], [-3.464, -2.756, -2.290], [-3.157, -2.650, -3.210], [-2.048, -0.015, 0.101], [-3.127, 0.125, -0.037], [-3.368, 0.179, -0.986], [-1.704, -1.734, 2.220], [-1.415, -2.457, 3.000], [-2.730, -1.412, 2.464], [-1.664, -2.278, 1.264], [-0.718, 0.349, 3.933], [-1.537, 1.083, 3.930], [-0.957, -0.440, 4.666], [0.198, 0.874, 4.242], [2.005, 1.990, -2.166], [2.452, 1.957, -3.170], [1.760, 3.033, -1.919], [2.751, 1.650, -1.435], [-0.677, 1.585, -3.269], [-0.906, 2.615, -2.977], [-0.315, 1.594, -4.304], [-1.598, 0.993, -3.209], [1.826, 3.101, 0.899], [0.459, 3.133, 1.077], [0.229, 3.194, 2.427], [-0.107, 4.400, 0.431], [0.401, 5.545, 0.947], [0.178, 4.392, -0.911], [-1.461, 4.418, 0.597]], "forces_ev_per_a": [[0.8, 0.3, -0.1], [0.2, -1.4, -0.3], [-0.1, 0.1, -0.1], [-0.2, 0.5, 0.6], [0.1, 0.2, 0.2], [0.8, -1.0, -0.2], [-0.2, 1.1, 0.9], [-0.9, 0.1, -1.0], [-0.3, -0.2, 0.2], [0.4, 0.1, -0.3], [-0.1, -0.4, 0.0], [0.4, 0.1, 0.3], [-0.2, -0.3, -0.2], [0.1, 0.3, -0.1], [-0.1, 0.2, 0.0], [-0.2, -0.1, -0.1], [-0.2, 0.3, -0.1], [-0.3, 0.4, 0.6], [0.1, -0.1, -0.1], [0.5, -0.1, -0.3], [-0.2, -0.1, 0.6], [-1.0, 0.3, -0.3], [0.7, -0.3, 0.0], [0.2, -0.2, 0.1], [-0.3, -0.5, 0.3], [-0.1, 0.2, -0.2], [0.3, -0.1, -0.2], [0.0, 0.3, 0.2], [-0.2, 0.3, 0.2], [0.3, -0.2, 0.0], [0.2, 0.2, -0.3], [-0.3, -0.2, -0.2], [0.0, 0.6, 0.2], [-0.2, -0.2, 0.2], [0.0, -0.3, -0.1], [-0.3, -0.1, -0.2], [-0.2, 0.3, -0.4], [0.0, -0.1, -0.1], [0.0, -0.1, 0.2], [0.3, 0.1, -0.1], [-0.2, 0.6, 0.2], [0.0, -1.1, -0.3], [0.1, 0.4, 0.0], [0.2, 0.7, 0.0], [-0.5, -0.9, -0.5], [-0.5, 0.1, 1.1], [1.1, 0.0, -0.3]], "total_charge": 1, "mol_weight_g_mol": 582.9, "de_lowest_kj_mol": 403.66, "e_homo_ev": -9.27, "total_energy_ev": -55770.21642}



{"formula": "C23H28N4O4S2", "method": "ωB97M-V/def2-TZVPD", "symbols": ["C", "C", "C", "N", "C", "C", "C", "C", "C", "O", "C", "S", "C", "N", "N", "C", "C", "C", "C", "C", "C", "S", "O", "O", "N", "C", "C", "C", "C", "C", "O", "C", "C", "H", "H", "H", "H", "H", "H", "H", "H", "H", "H", "H", "H", "H", "H", "H", "H", "H", "H", "H", "H", "H", "H", "H", "H", "H", "H", "H", "H"], "coordinates": [[-3.427, 2.043, 1.954], [-3.644, 0.841, 1.455], [-2.952, 0.326, 0.225], [-2.463, -1.023, 0.401], [-2.909, -2.131, -0.285], [-3.972, -2.070, -1.322], [-2.200, -3.213, 0.143], [-1.280, -2.760, 1.134], [-0.232, -3.502, 1.782], [0.464, -3.079, 2.688], [0.039, -4.930, 1.292], [0.278, -5.158, -0.518], [0.623, -3.537, -0.987], [0.209, -2.919, -2.052], [0.593, -1.641, -1.925], [1.234, -1.533, -0.800], [1.678, -0.320, -0.153], [2.659, -0.334, 0.837], [2.973, 0.830, 1.516], [2.287, 2.004, 1.241], [1.309, 2.004, 0.264], [0.296, 3.465, -0.007], [-0.981, 2.999, -0.472], [0.334, 4.247, 1.194], [0.991, 4.351, -1.213], [0.831, 3.863, -2.564], [1.981, 2.998, -3.079], [2.178, 5.095, -0.854], [2.278, 6.414, -1.612], [1.009, 0.865, -0.451], [1.324, -2.726, -0.166], [-1.495, -1.384, 1.271], [-0.840, -0.424, 2.191], [-3.952, 2.403, 2.822], [-2.716, 2.715, 1.501], [-4.355, 0.160, 1.907], [-3.660, 0.318, -0.607], [-2.132, 1.002, -0.038], [-4.164, -3.075, -1.688], [-4.901, -1.665, -0.919], [-3.658, -1.455, -2.166], [-2.325, -4.218, -0.205], [-0.809, -5.569, 1.539], [0.932, -5.298, 1.798], [3.156, -1.261, 1.080], [3.732, 0.817, 2.282], [2.471, 2.911, 1.795], [0.693, 4.723, -3.226], [-0.098, 3.293, -2.554], [2.890, 3.584, -3.193], [1.714, 2.592, -4.050], [2.180, 2.169, -2.404], [3.086, 4.497, -1.015], [2.078, 5.296, 0.214], [1.356, 6.976, -1.498], [2.459, 6.245, -2.671], [3.100, 7.001, -1.211], [0.228, 0.872, -1.194], [-0.647, 0.529, 1.703], [0.091, -0.851, 2.556], [-1.484, -0.234, 3.051]], "forces_ev_per_a": [[-0.1, 0.1, 0.1], [0.0, -0.1, -0.2], [-0.1, 0.5, 0.0], [0.1, -0.2, 0.0], [-0.2, -0.6, -0.2], [0.1, 0.1, 0.1], [-0.2, 0.2, 0.1], [-0.5, 0.8, -0.1], [0.2, -0.3, 0.3], [-0.1, -0.1, 0.0], [0.3, -0.1, -0.2], [0.1, -0.3, 0.1], [-0.1, 0.2, -0.5], [-0.4, -1.6, 0.3], [0.8, 1.5, 0.4], [-0.4, -0.3, -0.7], [0.1, 0.4, 0.3], [-0.1, 0.0, -0.1], [0.0, 0.1, 0.0], [0.1, 0.1, 0.1], [-0.4, 0.5, -0.1], [0.0, 0.0, 0.0], [0.2, -0.1, -0.3], [0.3, 0.0, 0.0], [-0.6, -0.4, 0.8], [-0.1, -0.4, -0.6], [-0.1, 0.2, 0.1], [0.4, 0.4, 0.3], [-0.1, -0.3, 0.1], [0.1, -0.3, 0.0], [0.3, 0.2, -0.2], [0.5, -0.5, 0.3], [0.1, 0.1, 0.1], [-0.1, 0.0, 0.2], [0.2, 0.1, -0.1], [-0.1, 0.0, 0.1], [0.1, 0.0, 0.0], [-0.1, -0.1, 0.0], [0.0, 0.0, 0.0], [-0.1, 0.0, -0.1], [-0.1, 0.0, -0.1], [-0.1, -0.2, -0.2], [0.0, 0.0, 0.0], [-0.2, 0.1, 0.0], [0.0, -0.1, 0.0], [0.1, 0.0, 0.1], [0.1, 0.1, 0.1], [-0.1, -0.1, 0.1], [0.0, 0.1, -0.3], [0.1, 0.0, 0.0], [0.0, 0.0, -0.1], [0.1, -0.1, 0.0], [-0.1, 0.0, 0.1], [0.2, 0.1, -0.1], [-0.1, 0.1, 0.0], [0.0, 0.1, -0.1], [0.1, 0.1, 0.0], [-0.1, -0.1, -0.1], [0.0, 0.1, 0.0], [0.0, 0.0, 0.0], [0.0, 0.1, 0.1]], "total_charge": 0, "mol_weight_g_mol": 488.6, "de_lowest_kj_mol": 279.82, "e_homo_ev": -8.00, "smiles": "C=CCn1c(C)cc(C(=O)CSc2nnc(-c3cccc(S(=O)(=O)N(CC)CC)c3)o2)c1C", "total_energy_ev": -60125.03535}



{"formula": "C34H57N3O2SiSn", "method": "ωB97M-V/def2-TZVPD", "symbols": ["O", "O", "C", "C", "H", "H", "H", "H", "H", "C", "C", "H", "H", "H", "H", "H", "C", "C", "C", "H", "H", "H", "H", "H", "C", "H", "H", "H", "H", "H", "H", "N", "C", "C", "C", "C", "H", "H", "H", "C", "H", "H", "H", "N", "C", "C", "C", "C", "H", "C", "H", "C", "H", "C", "C", "C", "C", "C", "C", "H", "C", "H", "C", "H", "C", "C", "Sn", "H", "H", "H", "H", "H", "H", "H", "H", "H", "H", "H", "H", "H", "C", "Si", "H", "H", "C", "C", "C", "H", "H", "H", "H", "H", "H", "H", "H", "H", "N", "C"], "coordinates": [[0.168, -2.458, -2.024], [2.736, -2.295, -1.135], [-1.034, -3.154, -1.688], [-2.363, -2.551, -2.105], [-1.040, -3.310, -0.595], [-0.914, -4.149, -2.137], [-2.604, -1.640, -1.548], [-3.149, -3.278, -1.881], [-2.400, -2.342, -3.178], [0.103, -1.071, -2.400], [0.762, -0.834, -3.736], [0.637, -0.500, -1.621], [-0.938, -0.709, -2.407], [1.841, -1.016, -3.682], [0.614, 0.218, -4.010], [0.315, -1.453, -4.523], [3.946, -1.515, -1.059], [2.945, -3.629, -1.640], [3.871, -0.355, -2.015], [4.827, -2.139, -1.291], [4.044, -1.166, -0.022], [3.810, -0.716, -3.048], [4.771, 0.262, -1.925], [2.995, 0.272, -1.810], [3.258, -3.646, -3.116], [2.013, -4.160, -1.423], [3.768, -4.104, -1.073], [2.452, -3.171, -3.688], [3.335, -4.692, -3.433], [4.212, -3.151, -3.334], [1.160, -2.062, -0.290], [-2.682, 1.894, 0.268], [-3.199, 2.940, 1.224], [-2.139, 3.922, 1.531], [-0.815, 3.634, 1.858], [-4.494, 3.584, 0.770], [-5.288, 2.836, 0.678], [-4.326, 4.100, -0.181], [-4.778, 4.322, 1.528], [0.053, 4.808, 2.225], [0.864, 4.957, 1.497], [0.495, 4.685, 3.222], [-0.573, 5.705, 2.238], [-0.284, 2.413, 1.853], [-3.350, 1.624, -0.942], [-4.349, 0.644, -1.067], [-4.824, -0.174, 0.092], [-4.962, 0.502, -2.314], [-5.754, -0.240, -2.416], [-4.604, 1.312, -3.395], [-5.112, 1.192, -4.353], [-3.607, 2.280, -3.249], [-3.321, 2.933, -4.074], [-2.984, 2.451, -2.018], [-1.956, 3.512, -1.804], [1.064, 2.105, 2.023], [1.513, 1.617, 3.281], [0.615, 1.696, 4.482], [2.779, 1.050, 3.364], [3.120, 0.666, 4.330], [3.606, 0.979, 2.241], [4.602, 0.541, 2.321], [3.183, 1.504, 1.021], [3.843, 1.493, 0.147], [1.924, 2.064, 0.885], [1.436, 2.542, -0.452], [-1.063, -0.051, 2.196], [-4.013, -0.700, 0.616], [-5.527, -0.925, -0.285], [-5.367, 0.430, 0.832], [-1.128, 3.160, -1.182], [-2.383, 4.407, -1.327], [-1.550, 3.827, -2.771], [1.183, 1.391, 5.373], [-0.272, 1.034, 4.434], [0.249, 2.720, 4.647], [0.977, 3.539, -0.401], [0.692, 1.852, -0.885], [2.276, 2.599, -1.159], [-2.443, 4.967, 1.557], [0.794, -1.796, 0.780], [1.498, -2.995, 2.078], [1.160, -0.771, 0.957], [-0.307, -1.883, 0.717], [1.006, -4.751, 1.616], [0.872, -2.555, 3.801], [3.368, -2.847, 2.152], [3.759, -3.436, 2.995], [3.676, -1.802, 2.297], [3.851, -3.211, 1.236], [-0.029, -4.957, 1.929], [1.666, -5.477, 2.116], [1.071, -4.920, 0.532], [-0.197, -2.292, 3.813], [1.435, -1.704, 4.216], [1.017, -3.423, 4.466], [-3.324, 1.920, 2.262], [-2.778, 1.072, 1.415]], "forces_ev_per_a": [[-0.6, 0.4, -0.8], [1.6, -0.5, -0.6], [0.2, -0.3, 0.2], [0.0, 0.0, 0.0], [0.0, 0.0, -0.2], [-0.1, 0.1, 0.0], [0.0, 0.0, -0.2], [0.1, 0.0, 0.0], [0.0, 0.1, 0.1], [-0.3, -0.2, 0.6], [0.1, 0.2, -0.2], [-0.1, -0.1, -0.2], [0.4, -0.1, -0.1], [-0.4, -0.1, -0.1], [0.1, -0.1, 0.0], [0.1, 0.1, 0.2], [-0.3, -0.4, 0.2], [0.0, 0.6, 0.5], [0.1, 0.3, -0.3], [-0.3, 0.1, 0.1], [0.0, 0.0, -0.2], [0.0, 0.1, 0.2], [-0.1, 0.0, 0.0], [0.2, -0.1, 0.0], [-0.1, -0.2, -0.3], [0.2, 0.1, -0.1], [-0.3, 0.1, -0.1], [0.2, -0.1, 0.1], [0.1, 0.1, -0.1], [-0.2, -0.1, 0.0], [-0.7, 0.4, 2.2], [-0.2, -0.9, 0.3], [-0.4, 1.1, -1.0], [1.4, 0.4, 0.7], [-2.1, 1.0, -0.5], [0.1, 0.1, 0.4], [0.1, 0.2, -0.1], [-0.2, -0.1, 0.1], [-0.1, -0.1, -0.2], [0.1, 0.3, 0.0], [-0.1, -0.1, 0.2], [0.0, 0.0, -0.2], [0.2, -0.1, 0.0], [0.1, -2.6, 0.2], [0.2, 0.1, -0.3], [0.2, 0.4, -0.5], [-0.4, -0.6, 0.1], [0.2, 0.2, -0.1], [0.2, 0.2, -0.1], [0.0, -0.1, 0.0], [0.1, 0.0, 0.2], [-0.3, -0.2, 0.2], [-0.1, -0.2, 0.1], [-0.3, -0.4, 0.0], [0.4, 0.4, -0.4], [0.7, -0.2, -0.1], [-0.1, 0.2, -0.8], [0.1, 0.1, 0.5], [0.3, -0.1, -0.1], [0.0, 0.1, -0.3], [0.2, 0.1, 0.1], [-0.2, 0.1, 0.0], [0.3, 0.0, 0.1], [-0.2, -0.1, 0.4], [-0.5, 0.0, 0.7], [0.1, 0.1, -0.3], [-0.5, 2.4, 0.3], [-0.4, 0.2, -0.2], [0.1, 0.0, 0.1], [0.3, -0.1, -0.1], [-0.3, 0.1, 0.0], [0.2, -0.3, 0.0], [0.0, 0.0, 0.1], [-0.2, 0.1, -0.2], [0.3, 0.3, 0.0], [0.0, -0.3, -0.1], [0.0, -0.3, 0.0], [0.1, 0.2, 0.2], [-0.2, 0.0, 0.2], [0.1, -0.2, 0.1], [0.5, -0.7, -1.4], [0.1, 0.4, -0.2], [-0.2, 0.0, 0.0], [0.2, 0.2, 0.1], [-0.1, -0.1, 0.0], [-0.1, -0.2, 0.2], [0.2, -0.1, -0.1], [-0.1, 0.1, -0.2], [-0.1, -0.2, 0.0], [-0.1, 0.0, 0.2], [0.2, 0.0, -0.1], [-0.2, 0.2, -0.1], [0.0, 0.0, 0.3], [0.4, -0.2, 0.1], [-0.2, -0.2, -0.1], [0.0, 0.3, -0.1], [1.1, -1.7, 0.0], [-0.5, 0.7, 0.5]], "total_charge": 0, "mol_weight_g_mol": 686.6, "de_lowest_kj_mol": 78.07, "e_homo_ev": -6.58, "total_energy_ev": -58453.42703}



Number 1: Kohn-Sham gap 9.89 eV. Number 2: Kohn-Sham gap 8.69 eV. Number 3: Kohn-Sham gap 10.68 eV. Number 4: Kohn-Sham gap 4.80 eV. Number 5: Kohn-Sham gap 8.04 eV. Number 6: Kohn-Sham gap 5.84 eV.